{
  "formula": "C48H112F6N6NiO21P",
  "method": "wB97M-V/def2-TZVPD",
  "elements": ["Ni", "P", "F", "F", "F", "F", "F", "F", "C", "O", "C", "C", "O", "C", "C", "O", "C", "H", "H", "H", "H", "H", "H", "H", "H", "H", "H", "H", "H", "H", "H", "C", "O", "C", "C", "O", "C", "C", "O", "C", "H", "H", "H", "H", "H", "H", "H", "H", "H", "H", "H", "H", "H", "H", "C", "O", "C", "C", "O", "C", "C", "O", "C", "H", "H", "H", "H", "H", "H", "H", "H", "H", "H", "H", "H", "H", "H", "C", "O", "C", "C", "O", "C", "C", "O", "C", "H", "H", "H", "H", "H", "H", "H", "H", "H", "H", "H", "H", "H", "H", "C", "O", "C", "C", "O", "C", "C", "O", "C", "H", "H", "H", "H", "H", "H", "H", "H", "H", "H", "H", "H", "H", "H", "C", "O", "N", "C", "C", "H", "H", "H", "H", "H", "H", "H", "C", "O", "N", "C", "C", "H", "H", "H", "H", "H", "H", "H", "C", "O", "N", "C", "C", "H", "H", "H", "H", "H", "H", "H", "C", "O", "N", "C", "C", "H", "H", "H", "H", "H", "H", "H", "C", "O", "N", "C", "C", "H", "H", "H", "H", "H", "H", "H", "C", "O", "N", "C", "C", "H", "H", "H", "H", "H", "H", "H"],
  "coordinates": [[-26.323, -7.507, -21.915], [-21.504, -9.409, -18.631], [-20.013, -9.177, -18.272], [-22.157, -8.616, -17.311], [-21.568, -7.857, -19.311], [-23.068, -9.709, -19.119], [-20.899, -10.055, -20.013], [-21.483, -10.771, -17.751], [-16.975, -9.676, -15.430], [-17.049, -10.493, -16.590], [-18.406, -11.247, -16.750], [-18.492, -11.881, -18.155], [-17.865, -13.164, -18.343], [-16.540, -13.335, -17.856], [-15.651, -14.425, -18.393], [-15.173, -14.161, -19.664], [-14.047, -15.038, -20.123], [-15.977, -9.261, -15.571], [-17.095, -10.466, -14.689], [-17.842, -9.039, -15.606], [-19.342, -10.688, -16.737], [-18.579, -12.001, -15.982], [-18.339, -11.159, -18.957], [-19.507, -12.221, -18.362], [-16.725, -13.352, -16.782], [-15.978, -12.433, -18.098], [-16.223, -15.348, -18.493], [-14.738, -14.573, -17.816], [-13.945, -14.775, -21.176], [-14.292, -16.100, -20.102], [-13.199, -14.793, -19.483], [-24.712, -9.360, -15.346], [-25.592, -8.462, -14.610], [-25.028, -8.240, -13.378], [-25.029, -9.326, -12.316], [-26.395, -9.590, -11.834], [-27.075, -8.588, -11.001], [-28.603, -8.804, -10.658], [-28.668, -9.994, -9.880], [-29.870, -10.727, -9.910], [-24.750, -10.366, -14.928], [-23.701, -8.959, -15.424], [-25.165, -9.513, -16.326], [-25.491, -7.380, -12.893], [-24.037, -7.897, -13.676], [-24.660, -8.962, -11.356], [-24.672, -10.288, -12.682], [-26.985, -7.598, -11.448], [-26.554, -8.436, -10.055], [-28.986, -9.096, -11.636], [-29.189, -7.997, -10.218], [-30.838, -10.281, -9.681], [-29.611, -11.659, -9.407], [-30.102, -11.160, -10.883], [-21.244, -15.729, -18.522], [-21.200, -16.792, -17.619], [-21.695, -16.426, -16.336], [-21.763, -17.700, -15.459], [-22.795, -18.540, -15.963], [-22.775, -19.095, -17.256], [-23.769, -20.313, -17.241], [-23.771, -20.867, -18.521], [-24.831, -21.766, -18.713], [-22.262, -15.398, -18.728], [-20.819, -15.992, -19.490], [-20.631, -14.924, -18.117], [-22.677, -15.954, -16.384], [-20.968, -15.707, -15.958], [-22.164, -17.332, -14.515], [-20.781, -18.170, -15.420], [-21.754, -19.457, -17.380], [-23.046, -18.394, -18.046], [-24.742, -20.054, -16.823], [-23.431, -21.041, -16.504], [-24.478, -22.796, -18.680], [-25.334, -21.551, -19.656], [-25.546, -21.695, -17.893], [-18.737, -3.598, -11.622], [-19.215, -4.747, -12.261], [-20.543, -4.532, -12.696], [-21.234, -5.904, -13.043], [-22.285, -5.759, -13.946], [-22.035, -6.170, -15.275], [-20.896, -5.547, -16.106], [-21.332, -4.240, -16.575], [-20.339, -3.396, -17.113], [-19.134, -3.609, -10.607], [-18.954, -2.621, -12.052], [-17.664, -3.723, -11.473], [-20.794, -3.770, -13.434], [-21.042, -4.243, -11.771], [-21.694, -6.222, -12.108], [-20.547, -6.682, -13.375], [-22.964, -5.870, -15.761], [-22.055, -7.259, -15.288], [-20.727, -6.156, -16.994], [-19.969, -5.664, -15.544], [-19.599, -3.063, -16.385], [-20.972, -2.537, -17.336], [-19.814, -3.814, -17.971], [-23.894, 3.158, -21.612], [-23.988, 2.120, -22.559], [-24.156, 0.828, -22.107], [-22.872, 0.178, -21.648], [-22.019, -0.292, -22.681], [-20.851, -0.856, -22.093], [-20.932, -2.397, -22.075], [-21.940, -2.918, -21.179], [-21.960, -4.389, -21.116], [-23.841, 4.175, -22.001], [-23.130, 2.946, -20.864], [-24.802, 2.996, -21.032], [-24.517, 0.360, -23.023], [-25.021, 0.763, -21.447], [-23.195, -0.688, -21.070], [-22.389, 0.969, -21.075], [-20.475, -0.460, -21.150], [-20.024, -0.611, -22.760], [-19.973, -2.913, -22.058], [-21.290, -2.680, -23.065], [-22.652, -4.779, -20.370], [-20.966, -4.821, -21.004], [-22.271, -4.790, -22.081], [-21.956, -12.423, -13.205], [-23.026, -12.206, -12.636], [-20.741, -12.485, -12.651], [-19.608, -13.324, -13.266], [-20.384, -11.959, -11.397], [-21.961, -12.719, -14.266], [-19.955, -14.306, -13.587], [-18.939, -13.711, -12.498], [-18.975, -12.913, -14.052], [-21.049, -11.249, -10.905], [-20.175, -12.776, -10.707], [-19.393, -11.520, -11.513], [-25.154, -5.524, -19.826], [-26.061, -5.761, -20.659], [-25.218, -4.495, -18.965], [-24.343, -4.486, -17.840], [-26.278, -3.539, -19.153], [-24.228, -6.117, -19.787], [-24.620, -5.235, -17.098], [-24.282, -3.561, -17.268], [-23.362, -4.858, -18.135], [-27.041, -3.940, -19.819], [-26.631, -3.130, -18.206], [-25.863, -2.620, -19.567], [-22.565, -11.965, -23.194], [-23.512, -12.057, -23.864], [-21.836, -13.088, -22.972], [-21.068, -13.281, -21.773], [-21.965, -14.299, -23.881], [-22.338, -11.026, -22.666], [-21.601, -13.992, -21.142], [-20.858, -12.382, -21.194], [-20.213, -13.910, -22.018], [-22.932, -14.290, -24.384], [-21.277, -14.180, -24.719], [-21.949, -15.266, -23.380], [-23.057, -7.985, -22.045], [-24.218, -7.513, -21.935], [-22.309, -8.191, -23.141], [-20.934, -8.827, -23.044], [-22.632, -7.560, -24.343], [-22.407, -8.126, -21.167], [-20.394, -9.148, -22.154], [-20.244, -8.199, -23.609], [-21.107, -9.810, -23.483], [-22.721, -8.346, -25.093], [-23.630, -7.123, -24.318], [-22.021, -6.714, -24.657], [-18.116, -6.144, -20.176], [-18.058, -4.940, -20.084], [-18.056, -6.793, -21.361], [-18.265, -8.165, -21.420], [-17.788, -6.186, -22.633], [-18.254, -6.781, -19.289], [-17.522, -8.745, -20.872], [-18.260, -8.730, -22.352], [-19.192, -8.419, -20.906], [-16.962, -6.757, -23.056], [-18.626, -6.149, -23.329], [-17.218, -5.261, -22.559], [-26.686, -9.113, -19.227], [-26.318, -8.679, -20.296], [-26.530, -10.466, -19.073], [-26.874, -11.181, -17.842], [-25.758, -11.396, -19.926], [-27.170, -8.612, -18.375], [-27.317, -12.139, -18.114], [-27.534, -10.532, -17.266], [-25.942, -11.376, -17.311], [-24.738, -11.015, -19.870], [-25.577, -12.408, -19.566], [-26.193, -11.293, -20.920]],
  "e_lumo_ev": [-5.68, -6.47],
  "multiplicity": 3,
  "charge": 1,
  "homo_lumo_gap_ha": [0.1746, 0.1455],
  "e_homo_ev": [-10.43, -10.43]
}